Entry 1:
Density functional theory data (ωB97M-V with the def2-TZVPD basis set) for 9 unconnected molecules or ions with the total composition C25H63Br2N3O11 at a distorted geometry.

Last column: Mulliken charge in e.
Atoms and positions in Å:
C 0.331 1.671 -4.305  -0.64
N -1.014 2.251 -4.077  0.98
O -1.694 2.473 -5.050  -0.56
O -1.333 2.462 -2.921  -0.55
H 0.365 0.620 -4.047  0.20
H 1.042 2.274 -3.750  0.21
H 0.555 1.808 -5.360  0.33
C 1.215 -3.659 -4.449  -0.82
N 1.479 -2.784 -3.281  0.75
O 2.603 -2.758 -2.826  -0.49
O 0.538 -2.141 -2.863  -0.38
H 1.149 -3.009 -5.320  0.28
H 0.230 -4.098 -4.313  0.32
H 1.984 -4.411 -4.546  0.31
C 2.018 -2.084 4.599  -0.61
N 0.761 -1.366 4.238  0.87
O 0.444 -1.324 3.063  -0.42
O 0.156 -0.842 5.143  -0.56
H 1.827 -2.639 5.510  0.34
H 2.772 -1.320 4.754  0.23
H 2.269 -2.750 3.784  0.15
Br -2.173 -0.400 0.331  -0.14
C -0.669 0.183 -0.749  -0.21
C 0.614 0.069 0.025  -0.40
Br 2.069 0.525 -1.191  -0.22
H -0.915 1.213 -0.986  0.13
H -0.679 -0.395 -1.666  0.14
H 0.817 -0.915 0.427  0.39
H 0.653 0.829 0.797  0.36
C -6.372 -1.769 -4.845  -1.11
C -4.871 -1.624 -4.661  -0.14
O -4.343 -2.498 -3.690  -0.40
C -4.634 -2.114 -2.368  0.08
C -3.914 -3.015 -1.405  -1.11
H -6.655 -2.815 -4.970  0.27
H -6.904 -1.400 -3.964  0.26
H -6.710 -1.181 -5.698  0.39
H -4.358 -1.862 -5.592  0.32
H -4.648 -0.587 -4.374  0.25
H -4.301 -1.075 -2.206  0.22
H -5.706 -2.146 -2.128  0.21
H -4.211 -4.060 -1.537  0.38
H -4.153 -2.724 -0.382  0.21
H -2.829 -2.989 -1.519  0.16
C 0.536 7.622 2.887  -1.23
C 1.235 7.070 1.676  -0.19
O 0.816 5.735 1.483  -0.29
C 1.427 5.130 0.384  -0.46
C 0.696 3.841 0.026  -0.70
H -0.545 7.513 2.858  0.31
H 0.910 7.134 3.790  0.30
H 0.797 8.678 3.020  0.38
H 1.020 7.635 0.761  0.31
H 2.320 7.089 1.855  0.26
H 1.402 5.799 -0.494  0.35
H 2.494 4.931 0.574  0.23
H 1.037 3.444 -0.927  0.24
H -0.377 4.039 -0.031  0.47
H 0.806 3.074 0.798  0.06
C -5.262 -1.238 3.079  -1.37
C -5.247 -0.353 1.862  0.83
O -6.572 0.040 1.579  -0.40
C -6.685 0.649 0.307  0.41
C -8.141 0.956 0.050  -1.38
H -5.765 -2.185 2.864  0.33
H -4.253 -1.489 3.415  0.33
H -5.792 -0.793 3.924  0.36
H -4.616 0.530 2.005  0.33
H -4.881 -0.946 1.012  -0.59
H -6.063 1.556 0.250  0.27
H -6.282 -0.031 -0.464  -0.16
H -8.716 0.036 0.189  0.32
H -8.295 1.308 -0.967  0.39
H -8.514 1.656 0.796  0.34
C 6.951 2.182 -0.318  -1.25
C 5.675 2.724 0.289  -0.05
O 5.153 1.758 1.161  -0.34
C 3.913 2.141 1.727  0.15
C 3.326 0.892 2.365  -0.76
H 7.480 2.957 -0.876  0.39
H 7.623 1.833 0.467  0.32
H 6.732 1.352 -0.989  0.25
H 5.862 3.681 0.797  0.28
H 4.944 2.924 -0.512  0.21
H 4.080 2.923 2.482  0.39
H 3.221 2.529 0.968  -0.20
H 2.410 1.107 2.916  0.44
H 4.070 0.536 3.086  0.42
H 3.230 0.145 1.583  -0.27
C 3.325 -2.562 0.813  -0.33
C 3.892 -3.906 0.346  -0.65
O 3.762 -4.934 1.308  -0.38
C 4.755 -4.906 2.310  0.03
C 4.771 -6.235 3.035  -1.30
H 2.331 -2.719 1.231  0.18
H 3.972 -2.113 1.571  0.23
H 3.304 -1.892 -0.047  0.19
H 3.328 -4.242 -0.527  0.19
H 4.935 -3.789 0.025  0.40
H 5.739 -4.709 1.858  0.30
H 4.575 -4.077 3.012  0.14
H 5.592 -6.238 3.759  0.39
H 4.880 -7.053 2.330  0.31
H 3.871 -6.367 3.638  0.30

Atoms 1-6, force components in eV/Å:
C 0.621 0.607 -0.788
N 0.061 -0.237 0.432
O -0.273 0.086 -0.082
O -0.049 0.039 -0.311
H -0.175 -0.006 0.350
H -0.059 -0.278 0.382

Values from the calculation:
Charge: 0
Multiplicity: 1
DFT total energy: -7129.89938 Ha
SMILES: C[N+](=O)[O-].C[N+](=O)[O-].C[N+](=O)[O-].BrCCBr.CCOCC.CCOCC.CCOCC.CCOCC.CCOCC
ΔE to the lowest compared entry with this formula, charge and spin: 0.00 kcal per mole

---

Entry 2:
Density functional theory data (ωB97M-V with the def2-TZVPD basis set) for 2 unconnected molecules or ions with the total composition C6H15NO3S.

Last column: Mulliken charge in e.
Atoms and positions in Å:
C 0.132 2.515 0.566  -1.34
C -0.551 1.149 0.579  -0.43
N 0.412 0.070 0.431  0.24
C 0.867 -0.117 -0.934  -0.37
C 2.262 -0.736 -0.982  -1.37
C 0.038 -1.151 1.119  -0.72
C -1.280 -1.800 0.673  -0.77
H 0.968 2.513 1.260  0.33
H 0.503 2.772 -0.424  0.32
H -0.578 3.281 0.873  0.40
H -1.325 1.119 -0.207  0.18
H -1.051 1.023 1.542  0.45
H 0.167 -0.730 -1.526  0.22
H 0.912 0.867 -1.402  0.38
H 2.241 -1.789 -0.711  0.31
H 2.672 -0.653 -1.985  0.42
H 2.912 -0.212 -0.286  0.33
H 0.855 -1.862 0.987  0.33
H -0.030 -0.913 2.183  0.38
H -2.119 -1.138 0.873  0.01
H -1.263 -2.037 -0.388  0.30
H -1.432 -2.721 1.226  0.42
O -4.275 0.235 1.089  -0.37
S -4.978 -0.043 -0.118  1.12
O -5.335 -1.381 -0.439  -0.38
O -5.280 1.015 -1.016  -0.38

Atoms 1-6, force components in eV/Å:
C -0.241 -0.161 -0.011
C 0.227 0.119 -0.009
N -0.030 0.183 0.063
C 0.222 -0.071 0.071
C -0.250 0.072 -0.051
C -0.168 -0.093 -0.107

Values from the calculation:
Charge: 0
Multiplicity: 1
DFT total energy: -916.21684 Ha
SMILES: CCN(CC)CC.O=S(=O)=O
ΔE to the lowest compared entry with this formula, charge and spin: 36.74 kcal per mole

---

Entry 3:
Density functional theory data (ωB97M-V with the def2-TZVPD basis set) for 10 unconnected molecules or ions with the total composition C30H73N10O11PSi.

Last column: Mulliken charge in e.
Atoms and positions in Å:
C -2.849 -3.459 1.155  -0.83
C -4.252 -3.899 0.711  -0.37
P -5.581 -3.104 1.729  0.01
C -7.025 -4.270 1.613  -1.04
Si -6.251 -1.385 0.466  0.50
O -5.974 0.051 1.319  -0.22
N -4.715 0.243 1.967  0.25
O -3.804 -0.003 1.278  -0.20
H -2.828 -3.248 2.225  0.46
H -2.115 -4.226 0.920  0.13
H -2.552 -2.542 0.646  0.05
H -4.387 -3.630 -0.339  0.36
H -4.360 -4.983 0.768  0.30
H -6.778 -5.104 0.958  0.32
H -7.919 -3.784 1.225  0.34
H -7.238 -4.653 2.608  0.31
H -7.708 -1.426 0.233  -0.22
H -5.551 -1.326 -0.840  -0.13
C -5.324 3.704 -1.147  -0.79
N -5.583 3.024 -2.405  -0.10
C -5.003 1.899 -2.892  0.68
C -3.946 1.242 -2.030  -0.67
O -5.325 1.439 -3.976  -0.68
H -6.228 3.735 -0.536  0.23
H -4.993 4.727 -1.314  0.31
H -4.552 3.193 -0.583  0.26
H -6.281 3.413 -3.019  0.22
H -3.589 0.359 -2.551  0.22
H -3.109 1.918 -1.851  0.38
H -4.361 0.944 -1.067  -0.10
C 0.659 -4.645 -3.445  -0.79
N 0.669 -4.591 -1.983  0.22
C 0.183 -3.638 -1.153  0.64
C -0.480 -2.440 -1.791  -1.27
O 0.268 -3.764 0.062  -0.72
H 0.106 -5.532 -3.755  0.14
H 1.679 -4.710 -3.816  0.04
H 0.195 -3.763 -3.869  0.44
H 1.096 -5.359 -1.488  0.33
H -0.816 -1.778 -0.998  0.28
H 0.217 -1.904 -2.437  0.41
H -1.335 -2.745 -2.396  0.38
C -0.817 7.401 -0.486  -0.74
N -1.945 6.514 -0.290  -0.09
C -2.988 6.667 0.570  0.72
C -3.000 7.905 1.433  -1.19
O -3.872 5.825 0.629  -0.61
H -0.776 7.750 -1.520  0.28
H 0.118 6.888 -0.255  0.29
H -0.895 8.256 0.176  0.18
H -1.989 5.668 -0.835  0.21
H -3.891 7.868 2.051  0.30
H -2.113 7.954 2.065  0.31
H -3.029 8.807 0.818  0.36
C 3.265 10.239 1.634  -0.82
N 2.159 9.305 1.708  -0.13
C 1.051 9.388 2.494  0.80
C 0.944 10.594 3.391  -1.28
O 0.200 8.511 2.460  -0.65
H 3.368 10.642 0.625  0.30
H 4.203 9.751 1.903  0.29
H 3.104 11.064 2.320  0.27
H 2.186 8.482 1.127  0.23
H 0.017 10.519 3.952  0.34
H 1.781 10.645 4.083  0.29
H 0.936 11.516 2.809  0.36
C 2.417 14.640 7.909  -0.84
N 2.267 14.030 6.605  -0.17
C 2.929 12.960 6.097  0.80
C 3.963 12.294 6.976  -1.32
O 2.688 12.557 4.969  -0.63
H 1.479 14.606 8.466  0.29
H 2.722 15.684 7.819  0.29
H 3.172 14.114 8.484  0.32
H 1.592 14.426 5.970  0.23
H 4.389 11.465 6.420  0.27
H 4.757 12.990 7.244  0.39
H 3.512 11.914 7.893  0.38
C 5.101 -2.553 -7.317  -0.83
N 3.765 -3.084 -7.138  -0.17
C 2.992 -3.047 -6.023  0.77
C 3.565 -2.354 -4.807  -0.54
O 1.884 -3.558 -6.003  -0.64
H 5.119 -1.802 -8.109  0.29
H 5.803 -3.346 -7.579  0.27
H 5.448 -2.094 -6.397  0.31
H 3.327 -3.551 -7.917  0.25
H 2.831 -2.410 -4.008  -0.07
H 4.491 -2.836 -4.490  -0.08
H 3.781 -1.306 -5.017  0.46
C -1.904 -7.560 -0.119  -0.70
N -1.526 -7.107 -1.446  0.05
C -2.053 -7.464 -2.642  1.00
C -3.183 -8.469 -2.633  -1.39
O -1.630 -6.985 -3.686  -0.68
H -2.234 -6.715 0.488  0.09
H -1.066 -8.046 0.376  0.19
H -2.714 -8.279 -0.185  0.41
H -0.776 -6.436 -1.521  -0.07
H -3.486 -8.638 -3.662  0.34
H -2.864 -9.413 -2.190  0.33
H -4.036 -8.094 -2.066  0.32
C 2.039 -11.085 3.796  -0.83
N 0.880 -10.710 3.015  -0.17
C 0.822 -10.388 1.696  0.80
C 2.115 -10.415 0.913  -1.29
O -0.239 -10.090 1.172  -0.66
H 1.919 -12.085 4.217  0.29
H 2.198 -10.385 4.618  0.28
H 2.926 -11.084 3.172  0.31
H -0.015 -10.672 3.478  0.23
H 1.888 -10.136 -0.112  0.28
H 2.838 -9.710 1.324  0.36
H 2.560 -11.411 0.921  0.37
C 6.406 -3.920 -0.179  -0.82
N 6.813 -3.485 -1.498  -0.17
C 6.370 -3.929 -2.702  0.76
C 5.315 -5.013 -2.705  -1.30
O 6.802 -3.457 -3.743  -0.66
H 5.981 -3.092 0.391  0.28
H 7.254 -4.321 0.379  0.29
H 5.652 -4.697 -0.258  0.31
H 7.510 -2.761 -1.568  0.24
H 5.082 -5.239 -3.741  0.31
H 5.671 -5.918 -2.211  0.49
H 4.412 -4.667 -2.199  0.28

Atoms 1-6, force components in eV/Å:
C -0.329 -0.005 -0.004
C 0.139 0.266 -0.421
P 0.060 0.011 0.567
C 0.084 0.068 -0.243
Si 0.129 -0.200 -0.533
O 0.243 -0.034 0.460

Values from the calculation:
Charge: 0
Multiplicity: 1
DFT total energy: -3192.98094 Ha
SMILES: CCP(C)[SiH2]ON=O.CNC(C)=O.CNC(C)=O.CNC(C)=O.CNC(C)=O.CNC(C)=O.CNC(C)=O.CNC(C)=O.CNC(C)=O.CNC(C)=O
ΔE to the lowest compared entry with this formula, charge and spin: 0.00 kcal per mole